1.
# C5H30NO8S

A structure of composition C5H30NO8S at a distorted geometry (ωB97M-V/def2-TZVPD, the Open Molecules 2025 dataset).

Geometry as XYZ:
```
45
C5H30NO8S, DFT ωB97M-V/def2-TZVPD
C -1.130 -1.331 -1.621
C -0.170 -0.915 -0.522
C -0.830 -0.824 0.851
C -1.388 0.569 1.134
S -0.189 1.859 1.538
C 0.107 1.508 3.281
N 0.938 -1.917 -0.494
H -0.616 -1.508 -2.549
H -1.851 -0.548 -1.792
H -1.668 -2.232 -1.355
H 0.313 0.035 -0.787
H -1.675 -1.525 0.909
H -0.137 -1.117 1.633
H -1.890 0.944 0.272
H -2.134 0.535 1.925
H 0.622 0.573 3.410
H -0.829 1.481 3.843
H 0.727 2.322 3.644
H 1.390 -1.878 -1.413
H 1.688 -1.655 0.218
H 0.576 -2.863 -0.355
H 1.380 1.276 -1.341
H 0.739 1.802 -2.672
O 0.638 1.099 -1.999
H 3.458 2.006 -0.311
H 2.134 2.187 0.614
O 2.588 1.602 -0.054
H 3.751 -0.533 4.146
H 2.948 -1.846 4.157
O 2.990 -0.966 3.752
H 0.865 -0.622 -2.558
H 1.265 -1.806 -3.522
O 0.944 -1.634 -2.646
H 2.777 0.017 0.678
H 2.935 -0.901 1.945
O 2.877 -0.918 0.970
H -2.586 1.513 -1.769
H -4.060 1.411 -2.281
O -3.482 1.202 -1.525
H -0.800 3.041 -2.137
H -0.018 1.737 -2.013
O -0.917 2.091 -2.224
H -3.729 -0.449 -0.663
H -4.729 -1.452 -0.042
O -3.821 -1.364 -0.274
```

Output
**Highest occupied orbital energy (spin up / spin down)**: -0.10233 / -0.31834 Ha
**2S+1**: 2
**Charge**: 0
**Frontier orbital gap (spin up / spin down)**: 2.88 / 8.71 eV
**<S²>**: 0.751
**Molecular weight**: 264.36 g/mol

=====

2.
# C5H31F3O15

A cluster of 14 separate species, C5H31F3O15 in total at a distorted geometry (ωB97M-V/def2-TZVPD, the Open Molecules 2025 dataset).

Geometry as XYZ:
```
54
C5H31F3O15, DFT ωB97M-V/def2-TZVPD
O 2.599 -2.458 -0.517
C 1.460 -1.758 -0.570
C 1.141 -0.179 -0.268
C 0.283 0.206 -1.610
C -0.634 -1.193 -1.652
C -2.094 -1.112 -0.841
F -2.121 -2.257 0.135
F -2.223 0.149 -0.042
F -3.258 -1.298 -1.758
O 0.137 -2.306 -1.007
H 0.295 -0.209 0.563
H 1.979 0.533 0.129
H -0.277 1.211 -1.329
H 0.843 0.380 -2.636
H -0.728 -1.627 -2.759
O 2.933 1.636 1.288
H 3.757 2.053 0.995
H 2.736 2.073 2.130
O 0.628 2.969 -3.183
H 0.643 3.644 -2.488
H 0.056 3.349 -3.866
O 3.262 3.687 -2.344
H 2.861 3.202 -3.081
H 4.204 3.716 -2.568
O 1.319 -4.458 -2.690
H 1.996 -4.302 -3.366
H 1.611 -3.922 -1.938
O 0.206 1.847 2.350
H -0.032 1.176 3.007
H -0.647 2.194 2.050
O -1.833 -0.657 3.076
H -1.572 -0.885 2.172
H -1.569 -1.430 3.598
O -0.044 4.852 2.211
H 0.516 4.275 1.671
H -0.046 4.427 3.082
O -0.994 0.226 5.477
H -1.232 -0.445 6.135
H -1.847 0.573 5.177
O -1.594 3.041 -1.123
H -1.832 2.371 -0.465
H -2.447 3.389 -1.423
O 5.333 -3.998 -0.718
H 4.480 -3.546 -0.806
H 5.914 -3.327 -0.329
O 1.248 -0.260 7.780
H 2.077 -0.629 7.439
H 0.702 -0.141 6.988
O -5.785 -2.502 -2.973
H -6.640 -2.259 -2.588
H -5.148 -1.951 -2.495
O -3.177 -2.583 -4.793
H -3.415 -3.253 -4.135
H -4.030 -2.235 -5.093
```

Output
**Highest occupied orbital energy**: -0.39766 Ha
**Charge**: 0
**Frontier orbital gap**: 10.66 eV
**Molecular weight**: 388.28 g/mol

=====

3.
# C5H31N2O10

A cluster of 10 separate species, C5H31N2O10 in total at a distorted geometry (ωB97M-V/def2-TZVPD, the Open Molecules 2025 dataset).

Geometry as XYZ:
```
48
C5H31N2O10, DFT ωB97M-V/def2-TZVPD
C 0.713 -0.574 0.817
N 0.583 -1.373 -0.419
C -0.272 -0.792 -1.421
N -1.696 -0.663 -1.000
C 2.187 -0.046 0.933
C 2.609 1.166 0.138
C 1.750 2.374 0.092
O 0.559 2.241 -0.693
H -0.385 2.022 -0.169
H 0.016 0.328 0.974
H 1.513 -1.839 -0.644
H -0.072 -1.357 -2.448
H -0.027 0.269 -1.666
H -2.171 -1.556 -0.853
H -1.867 -0.081 -0.226
H 2.441 0.150 1.988
H 2.921 -0.923 0.834
H 2.734 0.930 -0.944
H 3.446 1.528 0.628
H 1.363 2.499 1.150
H 2.286 3.287 -0.161
H -3.715 -0.849 0.947
H -3.363 -1.369 2.158
O -4.086 -1.185 1.653
H -0.647 1.010 2.856
H -0.918 1.356 4.358
O -0.193 1.101 3.664
H 1.043 3.073 -3.376
H 1.028 2.075 -2.233
O 1.217 2.183 -3.233
H 1.770 0.769 -4.054
H 0.457 0.038 -4.176
O 1.378 -0.170 -4.269
H -0.416 -3.313 -0.423
H -1.417 -2.869 0.522
O -0.956 -3.706 0.274
H -3.473 0.938 2.337
H -2.281 1.706 1.642
O -2.871 1.547 2.531
H 0.418 -1.320 1.596
H -2.164 2.370 -0.098
O -1.676 1.816 0.304
H 1.485 -2.054 -2.883
H 2.877 -2.404 -2.202
O 2.030 -2.690 -2.408
H -1.111 -1.209 2.394
H -1.278 -2.555 2.792
O -1.771 -1.880 2.412
```

Output
**Highest occupied orbital energy**: -0.20393 Ha
**Charge**: -1
**Relative energy (zero: lowest compared OMol25 entry of this formula, charge and spin)**: 77.8 kcal per mole
**Frontier orbital gap**: 8.50 eV
**Molecular weight**: 279.31 g/mol

=====

4.
# C5H31N2O10

A cluster of 10 separate species, C5H31N2O10 in total at a distorted geometry (ωB97M-V/def2-TZVPD, the Open Molecules 2025 dataset).

Geometry as XYZ:
```
48
C5H31N2O10, DFT ωB97M-V/def2-TZVPD
N -0.305 -3.422 -2.417
C 1.014 -2.964 -1.869
C 0.867 -1.974 -0.706
N 0.001 -0.845 -1.079
C 0.836 0.337 -1.295
C -0.932 -0.593 0.078
C -1.320 0.846 0.362
O -0.373 1.742 0.742
H -1.019 -3.193 -1.733
H -0.579 -2.832 -3.190
H 1.523 -2.484 -2.704
H 1.499 -3.894 -1.628
H 1.905 -1.629 -0.605
H 0.752 -2.541 0.219
H 0.332 1.070 -1.920
H 1.736 0.116 -1.877
H 1.301 0.754 -0.401
H -1.880 -1.027 -0.277
H -0.630 -1.140 0.967
H -2.119 0.838 1.136
H -1.964 1.233 -0.444
H 0.825 2.299 -3.373
H 0.914 3.511 -2.433
O 1.318 3.105 -3.206
H -4.549 -1.745 -0.652
H -3.256 -1.040 -0.939
O -4.029 -1.400 -1.394
H -1.734 2.543 3.309
H -0.394 2.273 2.486
O -0.788 2.374 3.363
H 1.798 -0.880 2.799
H 0.752 -1.652 2.212
O 1.308 -1.707 3.007
H 4.346 0.156 0.101
H 3.522 -0.486 1.134
O 4.275 -0.689 0.564
H -0.605 -0.119 5.011
H 0.071 -1.161 4.055
O -0.409 -1.057 4.901
H 1.881 1.476 2.872
H 0.928 1.173 1.733
O 1.745 0.840 2.158
H -0.415 3.156 -0.612
H -1.737 3.778 -0.528
O -1.064 3.576 -1.199
H -1.049 -0.062 -2.866
H -2.171 0.783 -2.403
O -1.868 0.337 -3.201
```

Output
**Highest occupied orbital energy (spin up / spin down)**: -0.35738 / -0.35733 Ha
**2S+1**: 2
**Charge**: 0
**Relative energy (zero: lowest compared OMol25 entry of this formula, charge and spin)**: 89.2 kcal per mole
**Frontier orbital gap (spin up / spin down)**: 9.23 / 5.23 eV
**<S²>**: 0.755
**Molecular weight**: 279.31 g/mol

=====

5.
# C5H31N2O10

A cluster of 10 separate species, C5H31N2O10 in total at a distorted geometry (ωB97M-V/def2-TZVPD, the Open Molecules 2025 dataset).

Geometry as XYZ:
```
48
C5H31N2O10, DFT ωB97M-V/def2-TZVPD
N -0.429 1.651 2.371
C -0.632 0.706 1.207
C -1.664 -0.413 1.480
C -3.079 0.149 1.404
C -1.420 -1.328 2.654
C -1.042 1.516 -0.017
N -0.951 0.907 -1.192
O -1.451 2.686 0.092
H -1.363 1.908 2.723
H 0.041 2.548 2.142
H 0.293 1.311 3.030
H 0.353 0.214 0.990
H -1.487 -1.147 0.665
H -3.719 -0.487 2.002
H -3.586 0.093 0.392
H -3.118 1.244 1.479
H -0.361 -1.687 2.694
H -1.587 -0.761 3.583
H -2.023 -2.260 2.685
H -0.461 0.021 -1.301
H -1.518 1.165 -2.007
H 2.319 0.671 4.497
H 0.903 -0.013 4.750
O 1.411 0.582 4.190
H 3.833 1.923 -2.660
H 4.341 0.556 -2.344
O 3.575 0.991 -2.751
H 1.245 0.105 -4.394
H 2.790 0.053 -4.029
O 1.956 -0.455 -4.065
H 0.419 -2.586 -1.516
H 1.076 -1.306 -1.970
O 0.227 -1.612 -1.628
H -2.424 -1.788 -0.214
H -2.620 -3.184 -0.872
O -2.282 -2.723 -0.096
H 2.511 -0.209 -1.523
H 1.960 0.832 -0.751
O 2.470 0.025 -0.581
H -0.591 2.717 -4.048
H -1.015 1.247 -4.456
O -0.664 1.804 -3.750
H 0.734 -4.864 -1.151
H 0.128 -3.972 -0.101
O 0.053 -4.182 -1.043
H 2.302 1.779 0.770
H 2.648 3.094 1.356
O 1.899 2.480 1.304
```

Output
**Highest occupied orbital energy (spin up / spin down)**: -0.59470 / -0.59462 Ha
**2S+1**: 2
**Charge**: +2
**Relative energy (zero: lowest compared OMol25 entry of this formula, charge and spin)**: 19.1 kcal per mole
**Frontier orbital gap (spin up / spin down)**: 9.39 / 4.15 eV
**<S²>**: 0.779
**Molecular weight**: 279.31 g/mol

=====

6.
# C5H31N2O11

A cluster of 11 separate species, C5H31N2O11 in total at a distorted geometry (ωB97M-V/def2-TZVPD, the Open Molecules 2025 dataset).

Geometry as XYZ:
```
49
C5H31N2O11, DFT ωB97M-V/def2-TZVPD
N 0.352 0.447 0.448
C 0.220 -1.058 0.177
C -0.917 -1.392 -0.764
C -1.026 -2.929 -1.014
C -1.325 -3.741 -0.009
C 1.706 -1.447 -0.124
N 1.979 -2.116 -1.255
O 2.549 -1.178 0.715
H 0.793 0.960 -0.323
H 1.040 0.568 1.224
H -2.658 2.522 -0.084
H -0.076 -1.418 1.176
H -0.782 -0.868 -1.707
H -1.871 -1.109 -0.300
H -1.021 -3.240 -2.038
H -1.554 -3.523 1.019
H -1.539 -4.726 -0.348
H 1.174 -2.462 -1.784
H 2.844 -2.443 -1.677
H -0.549 0.810 0.740
H -4.110 3.058 -0.172
O -3.319 3.057 0.374
H -1.651 -0.797 3.510
H -1.357 -1.258 4.854
O -1.668 -1.633 4.019
H 1.333 1.245 -2.693
H 1.357 -0.126 -2.308
O 0.781 0.457 -2.830
H 3.721 0.636 -0.902
H 3.819 0.520 -2.468
O 3.218 0.635 -1.724
H -0.954 2.237 -1.397
H -1.366 0.785 -1.744
O -1.395 1.450 -1.053
H -1.922 1.320 2.166
H -3.121 1.007 2.850
O -2.188 0.740 2.896
H 2.409 3.297 -1.192
H 1.231 3.733 -2.084
O 1.446 3.307 -1.248
H 2.477 0.022 4.269
H 2.891 1.444 4.067
O 2.344 0.758 3.658
H 0.087 3.246 1.830
H -0.016 2.598 3.246
O -0.333 2.545 2.339
H -0.397 -1.582 -4.342
H -1.698 -2.299 -4.282
O -0.957 -2.057 -3.708
```

Output
**Highest occupied orbital energy**: -0.46590 Ha
**Charge**: +1
**Relative energy (zero: lowest compared OMol25 entry of this formula, charge and spin)**: 24.0 kcal per mole
**Frontier orbital gap**: 9.87 eV
**Molecular weight**: 295.31 g/mol

=====

7.
# C5H31NO9

A cluster of 10 separate species, C5H31NO9 in total at a distorted geometry (ωB97M-V/def2-TZVPD, the Open Molecules 2025 dataset).

Geometry as XYZ:
```
46
C5H31NO9, DFT ωB97M-V/def2-TZVPD
C 1.481 -0.706 -1.090
N 0.146 -0.424 -1.634
C -0.469 0.699 -1.008
C -1.678 1.222 -1.832
C -1.319 2.608 -2.376
C -3.014 1.183 -1.067
H 2.225 -0.092 -1.592
H 1.384 -0.695 -0.008
H 1.700 -1.750 -1.320
H 0.274 -0.364 -2.625
H -0.842 0.365 -0.026
H 0.215 1.517 -0.722
H -1.936 0.465 -2.575
H -1.856 2.909 -3.271
H -1.727 3.357 -1.688
H -0.247 2.677 -2.374
H -3.359 1.929 -0.353
H -3.813 1.032 -1.794
H -3.061 0.280 -0.437
H -4.090 -2.432 1.367
H -2.706 -2.584 2.048
O -3.639 -2.794 2.134
H -0.031 -2.616 1.599
H 0.160 -3.535 2.866
O -0.284 -2.760 2.511
H 1.402 -3.365 -0.513
H 1.605 -4.530 0.488
O 1.881 -3.633 0.270
H 0.057 4.147 -0.343
H 1.543 4.232 0.094
O 0.943 3.856 -0.555
H 2.245 -1.741 2.586
H 1.056 -1.705 3.526
O 1.780 -1.164 3.175
H 0.210 -3.757 -2.517
H -1.096 -3.142 -2.661
O -0.527 -3.761 -3.142
H 3.592 1.255 0.710
H 3.624 1.837 -0.782
O 3.773 1.078 -0.218
H 1.966 0.742 2.738
H 1.603 1.990 2.019
O 2.361 1.594 2.475
H -0.179 1.629 3.075
H -1.146 2.585 2.394
O -0.210 2.363 2.450
```

Output
**Highest occupied orbital energy (spin up / spin down)**: -0.50759 / -0.50727 Ha
**2S+1**: 2
**Charge**: +1
**Relative energy (zero: lowest compared OMol25 entry of this formula, charge and spin)**: 0.0 kcal per mole
**Frontier orbital gap (spin up / spin down)**: 10.28 / 5.66 eV
**<S²>**: 0.754
**Molecular weight**: 249.30 g/mol

=====

8.
# C5H32N2O10

A cluster of 10 separate species, C5H32N2O10 in total at a distorted geometry (ωB97M-V/def2-TZVPD, the Open Molecules 2025 dataset).

Geometry as XYZ:
```
49
C5H32N2O10, DFT ωB97M-V/def2-TZVPD
C 0.091 -1.228 -2.906
N 1.048 -0.126 -2.882
C 1.006 0.740 -1.652
C -0.320 1.546 -1.748
N -0.938 1.545 -0.403
C 2.201 1.720 -1.636
C 2.917 1.665 -0.220
O 2.248 2.292 0.802
H -0.188 -1.492 -1.864
H 0.622 -2.110 -3.270
H -0.764 -1.229 -3.655
H 1.133 0.332 -3.755
H 0.829 0.065 -0.780
H -0.120 2.480 -2.336
H -0.958 0.985 -2.424
H -0.185 1.305 0.298
H -1.090 2.552 -0.143
H 1.914 2.772 -1.794
H 2.934 1.604 -2.406
H 3.118 0.629 -0.008
H 3.937 2.141 -0.118
H 1.214 2.134 0.840
O 0.612 -3.360 0.247
H 0.888 -4.294 0.300
H -0.174 -3.308 -0.350
O -3.505 -1.621 0.398
H -3.305 -0.728 0.621
H -4.432 -1.606 0.605
O -1.765 3.271 1.990
H -1.884 2.847 2.928
H -0.903 3.652 2.253
O 0.263 -0.616 3.269
H 0.666 0.250 3.099
H 0.676 -1.242 2.602
O -3.745 1.510 0.407
H -2.967 1.001 0.620
H -3.553 2.407 0.234
O -1.748 1.237 3.820
H -0.972 0.666 4.039
H -2.120 1.035 2.970
O 3.065 -1.827 -1.316
H 2.434 -1.153 -1.549
H 3.352 -2.144 -2.186
O -2.031 -4.078 -1.312
H -2.505 -3.884 -0.462
H -1.928 -3.191 -1.637
O 1.997 -1.388 1.407
H 2.860 -0.961 1.431
H 2.102 -1.770 0.517
```

Output
**Highest occupied orbital energy**: -0.33650 Ha
**Charge**: 0
**SMILES**: CN[C@H](CN)CCO.O.O.O.O.O.O.O.O.O
**Relative energy (zero: lowest compared OMol25 entry of this formula, charge and spin)**: 105.7 kcal per mole
**Frontier orbital gap**: 9.47 eV
**Molecular weight**: 280.31 g/mol

=====

9.
# C5H32N2O11

A cluster of 11 separate species, C5H32N2O11 in total at a distorted geometry (ωB97M-V/def2-TZVPD, the Open Molecules 2025 dataset).

Geometry as XYZ:
```
50
C5H32N2O11, DFT ωB97M-V/def2-TZVPD
C -3.301 1.098 0.828
N -2.308 0.629 1.831
C -1.083 1.454 1.824
C -0.226 1.245 0.553
N -0.094 -0.158 0.239
C 0.791 -1.004 0.870
C 1.815 -0.504 1.825
O 0.656 -2.219 0.621
H -2.930 0.960 -0.181
H -3.541 2.140 0.916
H -4.276 0.548 0.937
H -2.725 0.667 2.767
H -0.505 1.120 2.702
H -1.275 2.468 1.929
H 0.766 1.705 0.668
H -0.700 1.775 -0.358
H -0.824 -0.580 -0.374
H 2.481 0.219 1.346
H 2.441 -1.353 2.172
H 1.454 0.001 2.684
O -1.728 1.129 -2.518
H -1.973 0.161 -2.283
H -2.533 1.647 -2.567
O -2.290 -1.398 -1.920
H -2.532 -1.686 -1.066
H -1.507 -1.888 -2.074
O 3.614 -0.893 -1.104
H 3.167 -1.448 -0.422
H 3.079 -1.047 -1.943
O -0.603 -1.009 3.866
H -0.356 -1.950 4.076
H -0.815 -0.994 2.949
O 2.861 1.666 -0.829
H 3.282 0.776 -0.910
H 2.145 1.655 -1.398
O 2.698 2.562 1.695
H 3.341 3.257 1.763
H 2.738 2.223 0.853
O -2.345 -2.141 0.654
H -1.511 -2.539 0.845
H -2.407 -1.328 1.179
O 0.071 -2.676 -1.943
H 0.231 -3.576 -2.189
H 0.263 -2.515 -0.997
O 1.881 -1.073 -3.120
H 1.463 -0.166 -3.031
H 1.178 -1.667 -2.759
O 0.935 1.408 -2.696
H 1.045 1.972 -3.443
H -0.007 1.326 -2.469
```

Output
**Highest occupied orbital energy**: -0.37121 Ha
**Charge**: 0
**SMILES**: CNCCNC(C)=O.O.O.O.O.O.O.O.O.O.O
**Relative energy (zero: lowest compared OMol25 entry of this formula, charge and spin)**: 18.8 kcal per mole
**Frontier orbital gap**: 10.46 eV
**Molecular weight**: 296.31 g/mol

=====

10.
# C5H32NO11

A cluster of 11 separate species, C5H32NO11 in total at a distorted geometry (ωB97M-V/def2-TZVPD, the Open Molecules 2025 dataset).

Geometry as XYZ:
```
49
C5H32NO11, DFT ωB97M-V/def2-TZVPD
C -0.318 -1.264 -0.635
O -0.914 -0.176 -1.262
C -0.401 -1.094 0.939
C -0.145 -2.365 1.760
C 1.181 -2.293 2.529
C -0.289 -3.727 1.045
N -1.559 -0.341 1.372
H -0.777 -2.222 -0.897
H 0.760 -1.309 -0.841
H 0.465 -0.477 1.196
H -0.822 -2.421 2.616
H 1.408 -3.247 3.013
H 2.071 -2.163 1.898
H 1.178 -1.544 3.321
H -1.250 -3.674 0.558
H -0.294 -4.486 1.828
H 0.550 -3.950 0.387
H -2.404 -0.886 1.223
H -1.739 0.390 0.689
H 1.926 2.532 1.284
H 1.644 3.264 2.641
O 2.196 3.264 1.845
H 0.932 2.167 -1.405
H 0.081 1.285 -0.587
O 0.908 1.807 -0.503
H 2.872 -0.581 0.105
H 3.538 -0.385 -1.276
O 3.661 -0.779 -0.395
H -4.613 0.704 -0.219
H -4.442 2.203 -0.299
O -4.356 1.472 0.315
H -2.262 -0.925 -1.774
H -3.374 -1.279 -0.855
O -3.119 -1.461 -1.766
H 4.537 -0.588 2.475
H 4.185 0.498 1.637
O 4.707 0.360 2.452
H -2.879 2.268 2.712
H -1.489 1.854 2.696
O -2.101 2.359 3.276
H 3.192 0.734 -3.728
H 2.309 0.830 -2.479
O 3.225 0.944 -2.781
H -0.767 1.106 -3.796
H -0.176 0.270 -2.626
O 0.045 0.684 -3.501
H -3.478 0.601 -3.553
H -2.374 0.658 -2.493
O -2.666 1.058 -3.334
```

Output
**Highest occupied orbital energy**: -0.21651 Ha
**Charge**: -1
**Relative energy (zero: lowest compared OMol25 entry of this formula, charge and spin)**: 19.5 kcal per mole
**Frontier orbital gap**: 8.44 eV
**Molecular weight**: 282.31 g/mol